A structure of composition C34H38BrF5HgI2NO3Sb2. Source: OMol25; level of theory: the ωB97M-V functional and the def2-TZVPD basis.

Properties
- HOMO energy (spin up / spin down): -1.944 / -1.956 eV
- ΔE to the lowest compared entry with this formula, charge and spin: 82.1 kJ/mol
- ⟨S²⟩: 0.77
- Spin multiplicity: 2
- E: -5901.59771 hartree
- Charge: -2
- LUMO (spin up / spin down): 3.7 / 3.1 eV

Last column: Mulliken spin population.
Atoms and positions in Å:
Hg1 0.037038 -0.884105 -0.438146  -0.002
I1 5.413631 -0.095152 -2.849322  0.016
I2 2.404818 -0.528095 -1.517169  0.038
Sb1 -0.577055 0.783764 2.025502  0.006
Sb2 1.155277 3.561907 -0.301767  0.000
Br1 -0.156283 -8.192226 2.430523  0.000
F1 -2.333632 -3.766710 0.663141  0.000
F2 -6.622910 -1.272980 2.861754  0.000
F3 -4.384859 -5.204863 1.608738  0.000
F4 -6.570708 -3.997205 2.696107  0.000
F5 -4.576717 0.202044 1.956960  0.001
O1 0.377981 -3.109553 0.484691  -0.004
O2 -2.377041 -0.984698 0.779148  -0.010
O3 0.871798 -1.852383 2.297757  -0.003
N1 2.069420 -5.300525 4.316618  0.000
C1 -3.349174 -1.698202 1.221281  -0.005
C2 -5.562222 -1.884119 2.308389  0.000
C3 1.026366 3.056378 3.572951  -0.001
C4 1.063929 1.593061 3.303483  0.000
C5 -2.159712 -0.670294 -2.547057  0.006
C6 -4.510685 -1.138043 1.820753  0.005
C7 0.264823 4.850536 5.045404  0.000
C8 -2.877595 -1.961716 -2.282378  0.036
C9 1.654973 4.018341 2.746550  0.000
C10 -1.548375 -0.084101 3.735249  0.000
C11 1.812439 -4.210098 3.588317  0.000
C12 -5.538070 -3.262055 2.236878  0.000
C13 0.632414 -6.514831 2.864566  0.000
C14 -2.628402 0.607743 -2.307378  0.236
C15 0.975966 -4.204804 2.479018  0.000
C16 -3.377955 -3.117119 1.191003  0.000
C17 -3.899737 0.963397 -1.618236  -0.010
C18 0.549760 1.456987 -4.133104  0.021
C19 2.407021 3.662526 1.501840  0.000
C20 2.877104 3.910625 -1.556958  0.000
C21 -0.932125 -0.526217 -3.251446  0.317
C22 0.876810 5.793221 4.232216  0.000
C23 1.481328 -6.438913 3.955710  0.000
C24 1.563624 5.367645 3.105479  0.000
C25 0.633867 5.669049 -0.166488  0.000
C26 -1.833223 3.061557 -2.732510  -0.018
C27 0.349592 3.508583 4.712534  0.000
C28 -0.642512 0.893606 -3.418593  0.102
C29 0.369988 -5.393472 2.102654  0.000
C30 -1.815026 2.558133 1.995067  -0.003
C31 -4.428800 -3.866466 1.675636  0.000
C32 -0.213241 -1.630719 -3.938649  -0.020
C33 0.736189 -2.928450 1.685558  -0.001
C34 -1.669595 1.580283 -2.851281  0.200
H1 0.941969 1.031203 4.229197  0.000
H2 -3.984569 0.411464 -0.685363  0.013
H3 1.533082 6.283909 -0.072601  0.000
H4 -1.485585 3.223101 1.194454  0.001
H5 -0.993643 -0.977873 4.028011  0.000
H6 -0.003256 5.830133 0.707384  0.000
H7 0.357616 1.561536 -5.207306  0.006
H8 -1.814170 3.373006 -1.682789  0.006
H9 -1.038985 3.592587 -3.258351  0.000
H10 -2.574062 -0.360571 3.491081  0.000
H11 3.333840 4.865399 -1.284335  0.000
H12 3.141554 4.433016 1.264442  0.000
H13 -2.791092 3.388331 -3.150031  0.007
H14 0.809283 2.442614 -3.742325  0.000
H15 -3.943672 2.028284 -1.384701  -0.005
H16 -2.198480 -2.748816 -1.945585  -0.004
H17 2.288308 -3.285206 3.892671  0.000
H18 1.427326 0.821594 -4.009255  0.000
H19 -4.770510 0.714086 -2.235344  0.026
H20 3.588637 3.096363 -1.410675  0.000
H21 2.047665 6.101436 2.467945  0.000
H22 0.083809 5.968413 -1.062525  0.000
H23 2.601538 3.919330 -2.612787  0.000
H24 -2.847271 2.252908 1.805788  0.000
H25 2.919621 2.702527 1.569456  0.000
H26 -0.267094 5.157361 5.938786  0.000
H27 -0.254207 -2.555323 -3.361199  0.009
H28 1.985734 1.261425 2.825876  0.000
H29 0.832256 -1.382538 -4.114110  0.002
H30 -0.685559 -1.823695 -4.911186  0.032
H31 0.821782 6.849026 4.472534  0.000
H32 -3.386092 -2.324317 -3.184468  -0.004
H33 -0.282266 -5.408668 1.240221  0.000
H34 -1.751978 3.091145 2.946040  0.000
H35 1.691255 -7.316221 4.558913  0.000
H36 -3.630996 -1.827869 -1.505869  -0.001
H37 -1.548383 0.639630 4.554393  0.000
H38 -0.114052 2.769683 5.359496  0.000

Cartesian forces, eV/Å:
Hg -0.3 -0.1 0.9
I 0.4 0.1 -0.2
I 0.0 0.2 0.0
Sb -0.1 0.1 0.2
Sb 0.4 0.1 0.1
Br 0.0 0.0 0.0
F 0.1 -0.1 -0.1
F -0.1 0.1 0.1
F 0.0 -0.2 0.0
F -0.1 -0.1 0.1
F 0.0 0.2 -0.1
O 0.1 0.3 0.4
O -0.2 -0.1 -0.1
O 0.1 -0.1 -0.1
N 0.0 0.1 -0.1
C 0.0 0.0 0.1
C 0.1 -0.1 0.0
C 0.1 0.1 0.0
C 0.0 0.0 -0.4
C 0.4 -0.2 -0.2
C 0.3 0.0 -0.1
C 0.0 0.0 0.0
C 0.0 0.1 0.0
C -0.1 -0.1 0.1
C 0.0 -0.1 -0.1
C 0.0 -0.1 0.1
C 0.0 0.1 0.0
C 0.0 -0.1 0.0
C 0.0 0.3 0.2
C 0.1 0.0 -0.1
C 0.0 0.2 -0.1
C 0.0 0.1 -0.1
C -0.1 -0.1 0.0
C -0.2 -0.1 0.0
C -0.1 -0.1 0.0
C -0.4 -0.2 -0.2
C 0.0 0.0 0.0
C 0.0 0.1 0.0
C 0.0 0.0 0.0
C -0.1 -0.1 0.0
C -0.1 -0.1 0.0
C 0.0 0.0 0.0
C 0.0 0.2 -0.1
C 0.0 0.0 0.0
C 0.0 0.0 0.0
C 0.0 0.1 0.0
C 0.1 0.0 0.0
C -0.4 0.0 -0.2
C 0.0 0.0 0.1
H 0.0 0.0 0.0
H 0.0 -0.1 0.1
H 0.0 -0.1 0.0
H -0.1 0.0 0.0
H 0.0 0.1 -0.1
H 0.0 0.0 -0.1
H 0.0 0.0 0.0
H 0.0 0.0 0.0
H 0.0 0.0 0.0
H 0.1 0.1 0.0
H 0.0 -0.1 0.0
H 0.0 0.0 0.0
H 0.0 0.0 0.0
H 0.0 0.0 0.0
H 0.0 0.0 0.0
H 0.0 0.0 0.0
H 0.0 0.0 0.0
H 0.0 0.1 0.0
H 0.0 0.0 0.0
H 0.0 0.0 0.0
H 0.0 0.0 0.0
H 0.0 0.0 0.1
H 0.0 0.0 0.1
H 0.1 0.0 0.0
H 0.0 0.0 0.0
H 0.0 0.0 0.0
H 0.0 0.0 0.0
H 0.0 0.1 0.0
H 0.0 0.0 0.0
H 0.0 0.0 0.0
H 0.0 0.0 0.0
H 0.0 0.0 0.0
H 0.0 0.0 0.0
H 0.0 0.0 0.0
H 0.0 0.0 0.0
H 0.0 0.0 0.0
H 0.0 0.0 -0.1
H 0.0 0.0 0.0